1.
C6H10 in the gas phase in a non-equilibrium geometry. Source: OMol25; level of theory: the ωB97M-V functional and the def2-TZVPD basis.

Structure (XYZ):
```
16
Properties=species:S:1:pos:R:3:forces:R:3
C -1.0630 -0.7519 1.6175 0.0 -0.2 0.0
C -0.5450 0.2487 0.6342 -0.1 -0.2 -0.2
C 0.9433 0.6204 0.5093 0.0 -0.1 0.0
C 1.1807 0.5406 -1.0025 0.6 -0.2 -0.1
C 1.1360 -0.6186 -1.6562 0.3 0.2 0.1
C -1.2284 0.6365 -0.4382 -0.9 0.4 0.7
H -0.7862 -0.4896 2.6463 0.0 0.0 -0.2
H -2.1574 -0.7703 1.5703 0.2 -0.1 0.0
H -0.6838 -1.7574 1.4094 0.1 0.0 0.1
H -0.8805 1.5585 -0.8446 0.2 0.1 -1.1
H 1.2466 1.5826 0.9472 -0.2 -0.2 -0.2
H 1.5498 -0.1507 0.9983 -0.2 0.1 0.1
H 1.1938 1.4768 -1.5610 0.2 -0.2 0.1
H 1.0534 -1.5592 -1.1095 0.0 0.2 -0.1
H 1.0465 -0.6833 -2.7375 0.3 0.1 0.2
H -2.0060 0.1169 -0.9831 -0.7 0.2 0.8
```
Forces are in eV/Å.

## Properties
HOMO-LUMO gap   9.2755 eV
HOMO level   -8.119 eV
SMILES   C=CCC(=C)C
Total charge   0
Strongest force on any atom   1.176 eV/A

Here are the Mulliken charges for atoms 1 to 5, given in e:
1 C -1.222
2 C 0.479
3 C -0.683
4 C -0.266
5 C -0.622

2.
A molecular structure, C6H12FeO9 in a non-equilibrium geometry. Source: OMol25; level of theory: the ωB97M-V functional and the def2-TZVPD basis.

Structure (XYZ):
```
28
Properties=species:S:1:pos:R:3:forces:R:3
Fe 0.2856 0.8894 -1.4928 -0.4 -1.9 2.4
C -1.9863 -1.8722 2.8535 2.0 -0.2 1.2
C -0.9579 -2.2342 3.8176 -0.7 0.3 -0.9
C 0.5425 -1.8330 3.4820 -0.4 -1.0 1.2
O 1.3729 -2.1563 4.3186 0.2 0.4 -0.4
C 0.8228 -1.1697 2.2517 -0.8 0.4 -0.4
C -0.2078 -0.8586 1.4052 1.0 0.2 0.2
C -1.6294 -1.2621 1.6714 -2.9 -0.4 -1.0
O -2.5565 -1.0761 0.7908 1.8 0.6 -0.2
O 0.0475 -0.1604 0.3404 0.2 1.5 -2.5
O -1.1448 -2.8523 4.8514 0.0 0.0 0.2
H -3.0192 -2.1322 3.0254 0.0 -0.1 0.0
H 1.8104 -0.7883 2.0246 0.1 -0.2 0.1
O -1.6228 1.7483 -1.4542 -0.5 0.7 -0.1
H -2.0067 2.0750 -0.6291 0.1 -0.4 0.2
H -2.3712 1.6389 -2.0508 0.1 -0.3 0.0
O -0.3856 -0.6323 -2.6872 -0.4 -0.9 -0.8
H -0.8460 -1.3735 -2.2582 -0.1 0.3 0.4
H -0.0002 -1.0068 -3.4866 0.1 0.0 0.1
O 1.1597 2.4231 -0.4698 0.7 1.2 0.8
H 1.2807 2.3595 0.4906 -0.3 -0.4 -0.1
H 1.3698 3.3372 -0.6885 -0.1 0.0 -0.1
O 2.3050 0.0564 -1.6826 0.4 0.1 -0.3
H 2.6783 -0.5564 -2.3246 -0.1 -0.1 0.1
H 3.0682 0.4881 -1.2818 -0.1 0.0 0.2
O 0.6532 2.1097 -3.2722 0.1 0.1 -0.6
H 0.3577 1.8316 -4.1468 -0.1 -0.1 0.1
H 0.9801 3.0071 -3.3979 0.0 0.0 0.2
```
Forces are in eV/Å.

## Properties
HOMO-LUMO gap (spin up / spin down)   3.4498 / 3.4492 eV
2S+1   5
HOMO level (spin up / spin down)   -5.316 / -5.313 eV
Total charge   0
Strongest force on any atom   3.099 eV/A

Here are the Mulliken charges for atoms 1 to 5, given in e:
1 Fe 0.893
2 C -0.679
3 C 0.463
4 C 0.464
5 O -0.651

3.
A gas-phase ion, C3H4NO (charge -1) in a non-equilibrium geometry. Source: OMol25; level of theory: the ωB97M-V functional and the def2-TZVPD basis.

Structure (XYZ):
```
9
Properties=species:S:1:pos:R:3:forces:R:3
C -0.2357 0.7528 -0.1803 0.4 0.2 0.7
C -0.2640 1.3665 1.0029 1.5 0.2 1.9
C -0.3844 -0.7930 -0.2100 -0.8 -0.8 -4.5
N 0.4409 -1.8029 0.3816 2.0 -1.6 -0.7
O 1.1037 -2.5449 -0.4247 -2.2 2.6 2.0
H -0.1780 0.8918 2.0545 -0.4 0.3 -1.3
H 0.0449 2.4300 1.0691 -0.7 -0.3 -0.2
H -1.4494 -0.9345 0.0853 0.7 -0.4 0.2
H -0.2951 -0.9900 -1.3670 -0.5 -0.2 1.9
```
Forces are in eV/Å.

## Properties
HOMO-LUMO gap (spin up / spin down)   6.3673 / 6.3755 eV
HOMO level (spin up / spin down)   -2.235 / -2.238 eV
Total charge   -1
Strongest force on any atom   4.597 eV/A

Here are the Mulliken charges for atoms 1 to 5, given in e:
1 C -0.716
2 C -0.469
3 C -0.351
4 N -0.080
5 O -0.387

4.
2 unconnected molecules or ions with the total composition C6H12O. Source: OMol25; level of theory: the ωB97M-V functional and the def2-TZVPD basis.

Structure (XYZ):
```
19
Properties=species:S:1:pos:R:3:forces:R:3
C -0.1012 0.3933 -2.8101 0.4 0.6 -0.4
C -0.3337 -1.2470 -0.3462 0.1 0.0 0.3
O 0.8889 -1.7461 -0.2240 -0.1 -0.2 -0.1
C 1.3064 -0.8716 0.8540 0.2 0.1 0.2
C -0.0842 -0.2236 0.7876 -0.1 0.1 0.1
C -1.0161 -0.5549 1.9465 0.0 0.0 0.2
C -0.1001 1.2700 0.4807 0.0 0.0 0.0
H -0.1990 0.0207 -3.8285 0.0 0.1 0.0
H -0.6617 1.3225 -2.6916 0.0 -0.1 -0.1
H 0.9562 0.5878 -2.6001 -0.2 -0.1 0.0
H -0.4856 -0.3492 -2.1340 -0.2 -0.2 0.1
H 2.1547 -0.2568 0.5422 -0.1 -0.1 0.1
H 1.5532 -1.4532 1.7465 0.0 0.1 -0.1
H -1.0286 -1.6297 2.1626 0.0 0.2 0.0
H -2.0410 -0.2489 1.7072 0.2 -0.1 0.0
H -0.6981 -0.0205 2.8486 -0.1 -0.1 -0.1
H -1.1002 1.6049 0.1849 0.1 -0.1 0.0
H 0.6003 1.5417 -0.3169 -0.1 -0.1 0.1
H 0.1858 1.8246 1.3869 -0.1 -0.1 -0.2
```
Forces are in eV/Å.

## Properties
HOMO-LUMO gap   9.2398 eV
HOMO level   -8.426 eV
Total charge   0
Strongest force on any atom   0.813 eV/A

Here are the Mulliken charges for atoms 1 to 5, given in e:
1 C -0.913
2 C -0.926
3 O -0.173
4 C -0.701
5 C 1.931

5.
A molecular structure, C7H13N4 in a non-equilibrium geometry. Source: OMol25; level of theory: the ωB97M-V functional and the def2-TZVPD basis.

Structure (XYZ):
```
24
Properties=species:S:1:pos:R:3:forces:R:3
C 0.8271 -1.0475 0.8992 -0.4 -0.1 1.6
C -1.0433 0.1949 -0.8626 0.3 0.0 0.5
C 1.0830 -1.9509 1.8267 0.1 0.1 -0.5
C -1.9661 0.1179 -1.9870 -0.4 -0.1 -0.2
C 0.1406 0.3059 0.8116 0.5 -0.5 -0.2
C 0.3849 0.1327 -0.6907 0.2 1.2 -0.1
C -2.4252 0.7610 1.1996 -0.7 0.3 0.1
N -1.2707 0.3795 0.4374 0.0 -0.3 -0.4
N 1.0374 -1.0826 -0.5163 0.6 -0.9 -0.7
N 3.8616 1.7772 -0.1184 -0.2 -0.2 0.0
N 1.4880 -1.8885 -1.3384 -0.1 0.2 -0.7
H 1.6157 -2.8579 1.5946 0.1 -0.2 -0.1
H 0.7775 -1.8101 2.8490 -0.1 0.1 0.1
H -2.9995 0.1612 -1.6500 0.0 0.0 -0.1
H -1.7752 0.9454 -2.6737 0.0 0.0 0.1
H 0.5161 1.0981 1.4482 0.0 0.2 -0.2
H -2.8391 1.7025 0.8324 0.0 0.0 0.1
H -3.1945 -0.0106 1.1331 0.1 0.0 0.0
H -2.1322 0.8792 2.2398 0.0 0.0 0.0
H 4.2738 2.4486 0.5183 0.0 0.0 0.0
H 4.6251 1.2809 -0.5648 0.0 0.1 0.0
H 3.3699 2.2971 -0.8379 0.1 0.0 0.0
H 1.9412 -2.7079 -0.9320 -0.2 0.1 0.6
H -1.8012 -0.7964 -2.5593 0.0 -0.1 0.0
```
Forces are in eV/Å.

## Properties
HOMO-LUMO gap (spin up / spin down)   7.7948 / 7.7885 eV
HOMO level (spin up / spin down)   -12.637 / -12.635 eV
Total charge   +1
Strongest force on any atom   1.622 eV/A

Here are the Mulliken charges for atoms 1 to 5, given in e:
1 C 0.223
2 C 0.637
3 C -0.887
4 C -1.166
5 C 0.113

6.
A molecular structure, C17H16EuN3S5. Source: OMol25; level of theory: the ωB97M-V functional and the def2-TZVPD basis.

Structure (XYZ):
```
42
Properties=species:S:1:pos:R:3:forces:R:3
Eu -2.4130 0.6171 1.7773 -0.2 0.4 0.2
S -6.4442 1.5471 -0.3221 -0.1 0.0 -0.1
C -5.3383 1.1702 0.8759 0.0 0.0 0.1
S -4.8969 -0.4762 1.2181 -0.3 -0.1 0.0
S -4.5389 2.4358 1.7821 -0.2 0.2 0.0
C -3.1910 0.5230 -1.6854 -0.1 0.1 0.2
C -1.9111 -0.2231 -1.4813 0.0 0.0 0.2
C -1.0481 -0.4574 -2.5815 0.1 -0.1 0.0
C 0.0840 -1.1864 -2.3972 -0.1 0.0 0.1
C 0.3722 -1.7469 -1.1287 0.0 0.1 -0.1
C 1.5104 -2.5556 -0.9240 0.0 0.0 0.1
C 1.7193 -3.1015 0.3127 0.0 0.0 -0.2
C 0.8247 -2.8552 1.3594 -0.1 -0.1 0.1
C -0.3061 -2.0610 1.2304 0.1 0.2 0.1
S -1.3445 -1.8154 2.6126 0.3 -0.6 0.0
C -0.5283 -1.4741 -0.0715 0.0 0.0 -0.1
N -1.6192 -0.6730 -0.2752 0.1 -0.2 -0.4
H -3.2823 0.8657 -2.7142 0.0 0.0 0.0
H -3.2807 1.3984 -1.0289 0.0 -0.1 -0.1
H -4.0416 -0.1170 -1.4316 0.0 0.0 0.0
H -1.3071 -0.0493 -3.5472 0.0 0.0 -0.1
H 0.7660 -1.3727 -3.2178 0.1 0.0 -0.1
H 2.1827 -2.7401 -1.7490 0.1 0.0 -0.1
H 2.5734 -3.7417 0.4887 0.1 0.0 0.0
H 0.9927 -3.3206 2.3226 0.0 0.0 0.0
C 3.5287 1.8166 -1.3332 0.0 0.0 0.0
C 2.5067 1.6039 -0.2681 -0.2 0.0 0.2
C 2.6966 0.8881 0.8726 -0.2 0.1 -0.2
C 1.5903 0.7280 1.7521 -0.3 0.2 -0.1
N 0.4023 1.2436 1.4923 0.5 0.0 0.3
C 0.2290 2.0464 0.4027 0.1 0.0 0.2
S -1.1866 2.8641 0.1325 0.1 0.2 -0.1
N 1.2903 2.1854 -0.4571 0.3 -0.2 -0.1
C 1.7853 -0.0332 3.0205 -0.2 0.0 0.0
H 4.4520 1.3056 -1.0776 0.0 0.0 0.0
H 3.7372 2.8796 -1.4596 0.0 0.0 0.0
H 3.1646 1.4271 -2.2854 0.0 0.0 0.0
H 3.6435 0.4215 1.0867 0.1 0.0 0.0
H 1.1041 2.7464 -1.2769 0.0 0.0 0.0
H 2.6477 0.3627 3.5556 0.1 0.1 0.1
H 1.9851 -1.0780 2.7817 0.0 0.0 0.0
H 0.8893 0.0023 3.6372 0.1 0.0 -0.1
```
Forces are in eV/Å.

## Properties
HOMO-LUMO gap (spin up / spin down)   4.5853 / 4.6567 eV
2S+1   8
HOMO level (spin up / spin down)   -2.951 / -3.016 eV
Total charge   -1
Strongest force on any atom   0.661 eV/A

Here are the Mulliken charges for atoms 1 to 5, given in e:
1 Eu 0.662
2 S -0.422
3 C 0.055
4 S -0.445
5 S -0.485

7.
A molecular structure, C17H30LuNO2P2S in a non-equilibrium geometry. Source: OMol25; level of theory: the ωB97M-V functional and the def2-TZVPD basis.

Structure (XYZ):
```
54
Properties=species:S:1:pos:R:3:forces:R:3
C -0.0904 4.0149 0.5780 0.1 -0.5 -0.1
C -0.3996 2.6447 0.4663 0.7 0.6 -0.2
N 0.6132 1.7361 0.2558 -1.4 1.1 -0.3
C 1.8552 2.1849 -0.0071 0.1 -0.3 -0.3
C 2.1884 3.5324 0.0509 0.0 0.3 0.3
C 1.2162 4.4740 0.4061 0.1 -0.9 -0.3
C -1.8840 2.2637 0.4670 -0.1 0.4 -0.4
P -2.3825 0.4738 0.7353 -1.0 2.1 -0.3
Lu 0.0506 -0.5481 0.3681 -1.1 -2.2 -2.5
P 2.2699 -0.4039 -1.1177 0.0 0.7 -0.4
C 2.9191 1.1777 -0.4454 0.1 0.7 0.2
O -2.7086 2.7667 -2.4924 -1.2 1.1 0.0
O 0.1342 1.5344 -3.2588 -2.7 1.4 -2.8
H -0.9044 4.7012 0.7640 0.0 0.1 0.1
H 3.2317 3.7920 -0.1499 -0.5 0.1 0.1
H 1.4810 5.5255 0.4813 -0.2 -0.2 0.0
C -2.6927 0.7603 2.5027 -0.6 -0.7 0.3
C -4.0802 0.5559 -0.0181 -0.2 -0.6 -0.1
H 3.5383 1.6406 -1.2334 -0.1 0.0 0.5
H 3.5562 0.9366 0.4160 -0.1 0.1 -0.2
H -2.3686 2.5432 -0.4890 0.8 -0.3 0.1
H -2.4455 2.9509 1.1370 0.5 -0.6 0.2
C 3.5557 -1.5244 -0.5787 0.4 -0.8 0.0
C 2.6437 -0.1446 -2.8737 -0.3 -0.2 -0.9
H -0.5290 0.8077 -3.1428 0.7 -0.4 0.7
H -0.3099 1.9745 -4.0991 1.7 -1.0 2.3
H -1.8230 2.4623 -2.5258 1.7 -1.1 -0.2
H -2.5553 3.7062 -2.3353 -0.4 0.1 -0.1
H 1.0131 -1.1349 1.8431 0.7 0.0 1.0
H -1.1004 -0.9036 -1.9491 0.3 1.8 0.2
H -3.6030 1.3660 2.6130 0.2 -0.2 0.2
H -2.7767 -0.2135 2.9943 -0.2 0.3 0.3
H -1.8524 1.3018 2.9191 0.2 0.0 0.2
H -4.8084 0.9893 0.6995 0.5 -0.2 -0.4
H -4.0949 1.1454 -0.9541 0.3 -0.3 0.5
H -4.3987 -0.4743 -0.2747 0.1 0.6 0.2
H 3.7100 0.0651 -3.0203 -0.1 -0.1 0.2
H 2.3773 -1.0382 -3.4652 0.1 0.3 0.3
H 2.0509 0.6871 -3.2860 0.2 -0.4 0.4
H 4.4150 -1.4948 -1.2428 0.2 0.0 -0.1
H 3.8746 -1.2748 0.4229 0.0 0.0 0.3
H 3.1650 -2.5421 -0.5453 0.0 0.0 -0.1
S -0.3765 -2.7588 -0.9523 -0.3 0.7 0.0
C -0.2855 -3.6797 0.5063 0.3 -1.3 0.5
C -1.2105 -3.5180 1.5568 0.6 0.0 -0.4
C -1.0706 -4.2634 2.7163 -0.1 0.1 0.2
C -0.0342 -5.1804 2.8248 0.0 -0.4 0.7
C 0.8600 -5.3855 1.7816 0.2 -0.1 -0.4
C 0.7233 -4.6621 0.6104 -0.6 0.5 0.7
H -2.0165 -2.7952 1.4297 0.0 -0.1 0.0
H -1.7684 -4.1102 3.5452 0.2 -0.2 -0.3
H 0.0754 -5.7705 3.7388 -0.1 0.2 -0.3
H 1.6726 -6.1090 1.8625 -0.3 0.1 0.1
H 1.3797 -4.7848 -0.2359 0.2 -0.1 0.0
```
Forces are in eV/Å.

## Properties
HOMO-LUMO gap   5.5349 eV
HOMO level   -5.761 eV
Total charge   0
Strongest force on any atom   4.118 eV/A

Here are the Mulliken charges for atoms 1 to 5, given in e:
1 C -0.873
2 C 0.678
3 N 0.023
4 C 0.685
5 C -0.685